1.
Below is an isolated molecule of C3H5NOS in a non-equilibrium geometry, with properties calculated with ωB97M-V with the def2-TZVPD basis set.

Each line ends with the natural charge from an NBO analysis.
Cartesian coordinates (Å):
O (0.44528, 1.88080, -0.37106)  -0.684
C (0.21079, 0.64083, 0.27563)  0.018
C (1.02405, -0.59885, -0.11895)  -0.229
N (-0.31697, -1.24399, -0.23298)  -0.576
C (-1.06671, -0.11835, -0.05522)  0.088
S (-2.64642, 0.28381, -0.11669)  -0.133
H (-0.23282, 2.53539, 0.12237)  0.493
H (0.01640, 0.55213, 1.36360)  0.192
H (1.73259, -1.16182, 0.56691)  0.209
H (1.39402, -0.49340, -1.14372)  0.210
H (-0.56022, -2.27655, -0.28990)  0.413

relative energy (zero: lowest compared OMol25 entry of this formula, charge and spin)	49.7	kcal/mol
frontier orbital gap	9.1	eV
total charge	0
LUMO level	0.593	eV
DFT total energy	-645.432530	Eh
HOMO	-8.488	eV
SMILES	O[C@@H]1CNC1=S

---

2.
Below is an isolated molecule of C3H5NOS in a non-equilibrium geometry, with properties calculated with ωB97M-V with the def2-TZVPD basis set.

Each line ends with the natural charge from an NBO analysis.
Cartesian coordinates (Å):
S (1.40733, 0.70174, -2.60238)  -0.228
C (0.45128, 0.53397, -1.18957)  0.412
N (-0.61449, -0.32268, -0.94066)  -0.637
C (-0.50387, -0.76230, 0.56161)  -0.252
C (0.19368, 0.51801, 1.14674)  -0.131
O (0.96617, 1.02237, -0.06175)  -0.488
H (-0.91266, -1.04739, -1.65411)  0.434
H (-1.54151, -1.01318, 0.96838)  0.222
H (0.06349, -1.64736, 0.82320)  0.204
H (-0.51897, 1.31636, 0.96248)  0.210
H (1.00955, 0.70047, 1.98606)  0.253

relative energy (zero: lowest compared OMol25 entry of this formula, charge and spin)	49.5	kcal/mol
frontier orbital gap	8.8	eV
total charge	0
LUMO level	0.615	eV
DFT total energy	-645.432724	Eh
HOMO	-8.217	eV
SMILES	S=C1NCCO1

---

3.
Below is an isolated molecule of C3H5NOS in a non-equilibrium geometry, with properties calculated with ωB97M-V with the def2-TZVPD basis set.

Each line ends with the natural charge from an NBO analysis.
Cartesian coordinates (Å):
C (-1.51038, 0.40617, -2.02709)  -0.083
N (-1.96364, 0.56125, -0.82030)  -0.624
S (-1.22302, 0.68864, 0.62592)  0.443
C (0.44930, -0.02137, 0.43537)  0.404
C (1.42709, -0.51784, 1.65979)  -0.696
O (0.91010, -0.06030, -0.64335)  -0.562
H (-2.50454, 0.29049, -2.64276)  0.197
H (-0.37439, 0.23788, -2.39740)  0.230
H (1.57681, -1.58169, 1.67871)  0.240
H (2.39691, 0.06952, 1.59237)  0.239
H (0.81578, -0.07274, 2.53874)  0.213

relative energy (zero: lowest compared OMol25 entry of this formula, charge and spin)	64.4	kcal/mol
frontier orbital gap	9.7	eV
total charge	0
LUMO level	0.695	eV
DFT total energy	-645.408976	Eh
HOMO	-8.977	eV
SMILES	C=NSC(C)=O

---

4.
Below is a cluster of 2 separate species, C3H5NOS in total in a non-equilibrium geometry, with properties calculated with ωB97M-V with the def2-TZVPD basis set.

Each line ends with the natural charge from an NBO analysis.
Cartesian coordinates (Å):
C (-1.45923, 0.03332, 1.44942)  -0.117
C (-1.16523, -1.12882, 0.82796)  0.038
O (-0.90553, -0.80490, -0.45361)  -0.398
C (-1.01318, 0.51209, -0.50639)  0.310
N (-1.35442, 1.05074, 0.58401)  -0.450
H (-1.65815, 0.00307, 2.57422)  0.219
H (-1.18828, -2.19813, 1.23319)  0.224
H (-0.95212, 0.93352, -1.45802)  0.182
S (1.93497, 1.70449, -1.42765)  -0.275
H (0.74255, 1.15337, -1.68692)  0.125
H (2.72178, 1.16120, -2.34825)  0.143

relative energy (zero: lowest compared OMol25 entry of this formula, charge and spin)	44.6	kcal/mol
frontier orbital gap	10.4	eV
total charge	0
LUMO level	0.842	eV
DFT total energy	-645.440658	Eh
HOMO	-9.579	eV
SMILES	c1cocn1.S

---

5.
Below is an isolated molecule of C3H5NOS in a non-equilibrium geometry, with properties calculated with ωB97M-V with the def2-TZVPD basis set.

Each line ends with the natural charge from an NBO analysis.
Cartesian coordinates (Å):
C (-0.43919, 1.13518, -0.62432)  0.525
C (-1.15882, 0.12113, -1.18406)  -0.705
C (0.14532, -0.55379, 0.97814)  0.023
N (0.54523, 0.49261, 0.33609)  -0.508
O (-0.40443, 2.34084, -0.74180)  -0.665
S (1.16211, -1.79798, 1.62105)  0.131
H (-1.90044, 0.37206, -1.92332)  0.216
H (-0.87829, -0.90961, -1.11990)  0.181
H (-0.91073, -0.73844, 1.08530)  0.258
H (1.51422, 0.78893, 0.32148)  0.415
H (2.32502, -1.25094, 1.25136)  0.128

relative energy (zero: lowest compared OMol25 entry of this formula, charge and spin)	65.6	kcal/mol
frontier orbital gap (spin up / spin down)	6.9 / 6.9	eV
total charge	0
LUMO level (spin up / spin down)	-0.555 / -0.555	eV
DFT total energy	-645.407165	Eh
HOMO (spin up / spin down)	-7.421 / -7.422	eV

---

6.
Below is a structure of composition C3H5NOS2 in a non-equilibrium geometry, with properties calculated with ωB97M-V with the def2-TZVPD basis set.

Each line ends with the natural charge from an NBO analysis.
Cartesian coordinates (Å):
C (-2.64172, 0.91459, 0.11699)  -0.828
C (0.80504, -0.85352, -0.34267)  -0.065
C (2.09192, -0.26689, 0.01685)  0.158
H (-3.54656, 0.21337, -0.39442)  0.250
H (-2.07626, 1.85363, -0.41398)  0.269
H (-2.97789, 1.17089, 1.40984)  0.230
H (0.58003, -1.96210, -1.02165)  0.254
H (3.95281, -0.76010, 0.17425)  0.492
N (-0.05972, 0.04801, 0.29919)  -0.460
O (3.14466, -1.21854, 0.32490)  -0.679
S (-1.67168, -0.51581, -0.05875)  0.418
S (2.39936, 1.37647, -0.11053)  -0.039

relative energy (zero: lowest compared OMol25 entry of this formula, charge and spin)	118.7	kcal/mol
frontier orbital gap	7.5	eV
total charge	0
LUMO level	-0.980	eV
DFT total energy	-1043.500143	Eh
HOMO	-8.487	eV

---

7.
Below is an isolated molecule of C3H5NOS2 in a non-equilibrium geometry, with properties calculated with ωB97M-V with the def2-TZVPD basis set.

Each line ends with the natural charge from an NBO analysis.
Cartesian coordinates (Å):
C (-1.37846, -0.44932, 0.12716)  -0.115
C (0.95413, -0.32229, -0.37702)  -0.251
C (0.82858, 0.64591, 0.80629)  -0.608
N (-0.27348, -1.11614, -0.23423)  -0.607
O (-0.75840, 2.06070, -0.77032)  -0.949
S (-2.91752, -1.09878, 0.04558)  -0.088
S (-0.87085, 1.35602, 0.50758)  1.245
H (0.84179, 0.28339, -1.31874)  0.232
H (1.84920, -0.96757, -0.21938)  0.227
H (0.66845, 0.01495, 1.62162)  0.230
H (1.53347, 1.52897, 0.70300)  0.259
H (-0.47691, -1.93584, -0.89153)  0.426

relative energy (zero: lowest compared OMol25 entry of this formula, charge and spin)	42.1	kcal/mol
frontier orbital gap	8.6	eV
total charge	0
LUMO level	-0.116	eV
DFT total energy	-1043.622084	Eh
HOMO	-8.682	eV

---

8.
Below is a structure of composition C3H5NP4 in a non-equilibrium geometry, with properties calculated with ωB97M-V with the def2-TZVPD basis set.

Each line ends with the natural charge from an NBO analysis.
Cartesian coordinates (Å):
C (1.14512, 0.07648, 1.50580)  -1.050
C (-0.78276, 2.00545, 1.18318)  -1.105
C (0.50147, -1.76767, -0.26198)  -1.119
N (-0.31232, -0.23297, -2.35823)  -1.142
P (1.50682, -1.60728, 1.10671)  0.787
P (0.48840, 1.11041, 0.27614)  0.740
P (-2.26299, 1.84161, 0.55269)  0.381
P (-0.61763, -0.47916, -0.69208)  0.928
H (1.38807, 0.34663, 2.60669)  0.267
H (-0.43504, 2.41817, 2.23502)  0.263
H (0.45263, -2.76340, -0.61951)  0.248
H (-1.12848, 0.18875, -2.78503)  0.398
H (0.05671, -1.13702, -2.74939)  0.405

relative energy (zero: lowest compared OMol25 entry of this formula, charge and spin)	86.5	kcal/mol
frontier orbital gap (spin up / spin down)	4.6 / 4.4	eV
total charge	0
LUMO level (spin up / spin down)	-1.864 / -1.938	eV
DFT total energy	-1537.302219	Eh
HOMO (spin up / spin down)	-6.437 / -6.302	eV

---

9.
Below is an isolated molecule of C3H5NS in a non-equilibrium geometry, with properties calculated with ωB97M-V with the def2-TZVPD basis set.

Each line ends with the natural charge from an NBO analysis.
Cartesian coordinates (Å):
C (-0.04850, 1.20059, 0.09959)  -0.609
C (0.11295, -0.44255, -0.23920)  -0.562
S (1.55841, -1.27053, -0.07622)  0.086
C (-1.10583, -1.10658, -0.01943)  0.269
N (-2.23182, -1.59005, 0.02749)  -0.304
H (0.65175, 1.74626, -0.62182)  0.215
H (0.26888, 1.59145, 1.17267)  0.231
H (-1.02403, 1.67642, -0.27484)  0.237
H (0.10203, -0.15053, -1.32172)  0.297
H (1.71618, -1.65447, 1.25347)  0.138

relative energy (zero: lowest compared OMol25 entry of this formula, charge and spin)	39.9	kcal/mol
frontier orbital gap	10.4	eV
total charge	0
LUMO level	0.514	eV
DFT total energy	-570.171000	Eh
HOMO	-9.874	eV
SMILES	C[C@@H](S)C#N

---

10.
Below is an isolated molecule of C3H5NS in a non-equilibrium geometry, with properties calculated with ωB97M-V with the def2-TZVPD basis set.

Each line ends with the natural charge from an NBO analysis.
Cartesian coordinates (Å):
N (1.48897, 0.29607, 0.25052)  -0.746
C (0.48988, -0.36534, 0.82997)  0.146
C (-0.79731, -0.36902, 0.32566)  -0.434
C (-1.19831, 0.09658, -0.94162)  -0.267
S (-0.38848, 0.85777, -2.18325)  -0.146
H (2.37891, 0.43990, 0.70083)  0.398
H (1.26323, 0.92679, -0.52649)  0.425
H (0.68838, -0.87150, 1.74671)  0.202
H (-1.62008, -0.84851, 0.89582)  0.223
H (-2.30520, -0.16273, -1.09814)  0.199

relative energy (zero: lowest compared OMol25 entry of this formula, charge and spin)	6.3	kcal/mol
frontier orbital gap	8.1	eV
total charge	0
LUMO level	-0.110	eV
DFT total energy	-570.224584	Eh
HOMO	-8.257	eV
SMILES	N/C=C\C=S